Record 1
22
Properties=species:S:1:pos:R:3:forces:R:3 method="wB97M-V/def2-TZVPD" de_lowest_ev=0.000 total_charge=-2 homo_lumo_gap_ev=5.45 fmax_ev_per_a=5.09 homo_ev=0.4
O 2.3857 -1.8374 -0.0389 -0.46 -1.03 -0.10
P 2.5632 -0.3714 0.2333 1.61 0.30 0.22
O 3.8857 0.1713 -0.3139 -0.48 0.30 0.50
O 2.1040 0.0916 1.6233 0.07 0.19 -0.60
C 1.2936 0.3519 -0.9971 0.87 3.03 -0.60
N 1.2463 1.9899 -0.8969 -1.09 -2.83 0.92
C 0.5078 2.3597 0.0683 0.46 2.59 0.31
C -0.2743 1.5938 1.1101 -1.94 -0.10 -2.20
C -0.7254 0.3232 0.4176 0.25 -0.27 -0.02
C -1.8713 -0.3147 0.8390 -1.59 0.92 1.68
C -2.2837 -1.5145 0.3021 0.52 -0.20 -0.94
C -1.6224 -2.0581 -0.8196 0.29 3.91 3.24
C -0.5345 -1.3564 -1.2800 -0.96 -0.03 1.10
C 0.0069 -0.2390 -0.6537 -0.68 0.51 0.35
H 1.7498 0.1889 -2.0024 -0.77 -0.25 0.78
H 0.4068 3.5004 0.2514 0.33 -1.33 -0.51
H -1.2488 2.1776 1.3700 1.77 -0.72 0.01
H 0.3671 1.2992 1.9090 0.55 0.06 0.92
H -2.5401 0.2094 1.6519 1.42 -1.13 -1.40
H -3.1391 -1.9996 0.6821 -1.04 -0.48 0.46
H -2.0696 -2.8241 -1.2921 -1.02 -2.81 -1.75
H -0.2076 -1.7418 -2.1635 1.89 -0.61 -2.34


Record 2
147
Properties=species:S:1:pos:R:3:forces:R:3 method="wB97M-V/def2-TZVPD" de_lowest_ev=0.267 total_charge=+1 homo_lumo_gap_ev=7.55 fmax_ev_per_a=0.92 homo_ev=-9.6
Sc -0.1049 0.0387 -0.0318 -0.69 -0.03 -0.44
O 4.0985 2.8240 2.7810 -0.05 -0.03 0.13
C 2.8932 3.4228 3.0168 0.15 0.02 -0.06
C 2.8851 4.4852 3.9109 -0.08 0.02 -0.02
C 1.6971 5.1407 4.1849 0.00 -0.03 0.01
C 0.5131 4.7387 3.5784 0.02 -0.02 -0.01
C 0.5282 3.6701 2.6969 0.02 0.04 0.00
C 1.7122 3.0087 2.3977 0.01 -0.07 0.13
C 1.7130 1.8040 1.4854 -0.14 -0.05 -0.09
O 0.4763 1.4940 0.9793 0.25 0.62 0.63
N 2.6557 2.0564 0.3829 0.31 0.02 0.15
N 2.4442 1.2658 -0.7065 0.03 -0.08 -0.11
C 3.0348 1.5939 -1.7865 -0.01 -0.15 -0.10
C 2.9334 0.8159 -3.0232 -0.02 0.19 0.16
Br 1.4918 -0.4076 -3.1431 -0.01 -0.21 -0.09
C 3.7493 0.9341 -4.0747 0.11 0.08 0.03
C 4.9966 1.7180 -4.1421 -0.10 -0.02 0.01
C 5.3388 2.3106 -5.3585 0.01 0.06 -0.02
C 6.4970 3.0591 -5.4814 -0.04 0.02 0.01
C 7.3426 3.2156 -4.3920 0.01 -0.02 0.02
C 7.0350 2.5998 -3.1876 -0.01 0.01 -0.03
C 5.8747 1.8513 -3.0640 0.01 -0.05 -0.02
H 4.0131 2.1749 2.0717 -0.01 0.00 -0.13
H 3.8156 4.7819 4.3742 0.02 0.01 0.01
H 1.6973 5.9691 4.8804 -0.01 0.02 0.01
H -0.4149 5.2472 3.8002 -0.02 0.01 0.01
H -0.3819 3.3176 2.2319 -0.02 -0.04 0.01
H 2.0938 0.9378 2.0602 0.03 0.06 -0.13
H 2.8105 3.0405 0.1771 -0.21 -0.03 -0.05
H 3.6601 2.4855 -1.8331 0.02 0.00 -0.04
H 3.4715 0.4142 -4.9841 0.04 -0.07 0.00
H 4.6794 2.1924 -6.2093 -0.01 0.00 -0.02
H 6.7393 3.5231 -6.4276 0.01 0.00 -0.02
H 8.2477 3.7994 -4.4863 0.02 0.01 -0.01
H 7.7060 2.6907 -2.3442 0.01 0.00 0.01
H 5.6796 1.3314 -2.1357 -0.07 -0.02 0.06
C -0.7871 4.6768 -0.1565 0.04 -0.02 0.02
C -1.4956 4.9579 -1.4748 -0.12 -0.08 -0.07
C -2.2968 6.2492 -1.3367 0.05 0.04 -0.02
C -0.5152 5.1163 -2.6335 0.02 0.03 -0.04
N -2.4431 3.8326 -1.7654 0.03 0.21 0.15
C -3.8215 3.9606 -1.8050 0.07 -0.06 -0.06
C -4.3247 2.7333 -2.0183 -0.04 -0.04 0.06
N -3.2719 1.8442 -2.0989 -0.09 -0.18 -0.22
B -3.5936 0.3454 -2.3352 0.15 0.00 0.07
N -4.1804 -0.2698 -1.0322 0.15 -0.04 -0.13
C -5.3717 -0.9590 -1.1232 0.05 -0.01 0.02
C -5.8965 -1.0512 0.1072 0.03 0.05 0.01
N -5.0256 -0.4135 0.9756 -0.05 -0.04 0.17
C -3.9459 0.0217 0.2653 -0.11 0.21 -0.10
S -2.5637 0.8573 0.8848 0.16 -0.18 0.01
C -5.3978 -0.0764 2.3909 0.00 -0.04 -0.15
C -5.3984 1.4417 2.5475 0.00 0.04 0.03
C -6.8013 -0.6000 2.6815 -0.03 0.04 0.03
C -4.4320 -0.7468 3.3483 0.08 -0.06 0.05
N -2.4821 -0.5039 -3.0470 -0.30 0.15 0.03
C -2.4046 -0.4449 -4.4249 0.09 -0.09 0.04
C -1.7341 -1.5285 -4.8555 -0.04 0.02 0.05
N -1.3903 -2.2715 -3.7346 0.18 -0.18 -0.17
C -1.8310 -1.6046 -2.6392 -0.07 0.04 0.39
S -1.5683 -2.0597 -0.9937 -0.04 0.18 -0.04
C -0.8878 -3.6891 -3.7677 0.02 0.15 0.02
C 0.4615 -3.8076 -3.0567 0.02 0.13 0.05
C -0.7161 -4.1239 -5.2193 0.05 -0.02 0.01
C -1.9421 -4.5794 -3.1169 -0.08 -0.05 0.05
C -2.1293 2.5251 -1.9331 0.06 0.03 0.17
S -0.5511 1.8695 -1.9833 0.17 -0.44 -0.16
H -0.0832 5.4836 0.0510 0.01 0.03 0.03
H -0.2438 3.7341 -0.1830 -0.02 0.03 0.01
H -1.5122 4.6372 0.6581 -0.01 0.00 0.00
H -1.5908 7.0537 -1.1358 -0.01 0.02 0.00
H -2.9976 6.2127 -0.5029 -0.01 -0.02 0.02
H -2.8350 6.5000 -2.2515 0.01 0.00 -0.01
H 0.1002 5.9975 -2.4511 0.02 0.01 -0.01
H -1.0545 5.2651 -3.5703 -0.01 0.01 -0.01
H 0.1343 4.2507 -2.7373 -0.02 0.03 0.01
H -4.3238 4.9000 -1.6995 -0.02 0.04 0.00
H -5.3434 2.4091 -2.1239 -0.04 -0.01 -0.02
H -4.5198 0.3298 -3.1073 0.06 0.04 -0.03
H -5.7527 -1.2996 -2.0672 0.00 -0.02 -0.03
H -6.8145 -1.4981 0.4278 -0.03 -0.02 0.01
H -6.0953 1.8943 1.8405 -0.01 0.01 -0.01
H -4.4091 1.8629 2.3840 -0.03 0.00 0.02
H -5.7221 1.6946 3.5572 -0.02 0.01 0.02
H -7.5596 -0.1309 2.0546 0.00 0.01 -0.02
H -7.0318 -0.3539 3.7170 -0.01 -0.01 0.01
H -6.8648 -1.6833 2.5785 0.00 -0.01 0.02
H -3.4109 -0.4565 3.1286 0.00 -0.03 -0.01
H -4.5190 -1.8321 3.2804 0.02 -0.03 -0.01
H -4.6738 -0.4451 4.3678 0.03 -0.01 0.04
H -2.8498 0.3599 -4.9792 -0.02 0.03 -0.02
H -1.4804 -1.8287 -5.8516 0.01 -0.03 -0.05
H 1.2683 -3.4568 -3.6969 0.07 0.06 -0.06
H 0.6472 -4.8559 -2.8212 0.03 -0.03 -0.01
H 0.4843 -3.2329 -2.1300 -0.02 -0.07 -0.16
H 0.0068 -3.5045 -5.7507 0.02 0.03 0.01
H -1.6586 -4.1303 -5.7666 -0.03 0.01 0.02
H -0.3294 -5.1423 -5.2109 0.01 -0.02 -0.02
H -2.0860 -4.3289 -2.0672 -0.01 -0.04 -0.05
H -1.6231 -5.6193 -3.1868 0.00 -0.03 -0.02
H -2.8954 -4.4769 -3.6374 -0.03 -0.01 0.00
C -0.4030 1.2374 5.3289 0.01 -0.01 0.02
C -1.2380 0.1957 4.5914 -0.05 0.07 0.02
As -0.2293 -0.7754 3.2213 0.14 -0.19 -0.23
C -1.3164 -2.3967 2.9709 0.01 -0.07 0.10
C -1.8055 -3.1170 4.2201 -0.04 -0.05 -0.04
C 1.1430 -1.5331 4.4209 -0.01 0.07 0.12
C 2.4369 -0.7248 4.4829 0.02 -0.04 0.00
H -1.0198 1.7671 6.0566 -0.01 0.03 -0.01
H 0.0211 1.9798 4.6504 -0.02 -0.04 0.00
H 0.4176 0.7808 5.8813 0.00 -0.02 0.02
H -2.0884 0.6701 4.1048 0.04 0.06 -0.02
H -1.6238 -0.5511 5.2876 -0.04 0.04 0.04
H -0.6956 -3.0615 2.3657 0.00 0.03 0.08
H -2.1459 -2.1101 2.3260 -0.10 0.02 -0.05
H -0.9847 -3.3772 4.8897 0.03 0.00 0.00
H -2.3123 -4.0466 3.9515 -0.01 -0.01 0.01
H -2.5154 -2.5147 4.7868 -0.01 0.02 0.01
H 1.3357 -2.5554 4.0940 0.01 -0.03 -0.04
H 0.6873 -1.6072 5.4113 0.06 -0.02 0.03
H 2.9289 -0.6749 3.5100 -0.01 -0.03 -0.03
H 3.1457 -1.1717 5.1832 -0.01 0.00 0.01
H 2.2650 0.3020 4.8063 -0.02 0.01 -0.01
O 1.3033 -1.5775 0.2514 0.00 0.24 -0.11
S 2.3448 -2.3391 1.0549 -0.13 0.23 0.05
C 3.5940 -2.7848 -0.1384 0.00 -0.13 -0.02
C 3.9073 -1.8317 -1.0929 0.07 0.06 0.04
C 4.9313 -2.0901 -1.9933 -0.05 0.02 0.00
C 5.6337 -3.2833 -1.9210 -0.02 -0.03 0.07
C 5.3149 -4.2233 -0.9477 0.02 -0.01 -0.07
C 4.2875 -3.9850 -0.0487 0.04 0.04 -0.08
C 1.6220 -3.9197 1.3795 0.05 -0.10 0.04
C 2.0753 -4.6186 2.4898 -0.08 -0.05 -0.01
C 1.5124 -5.8538 2.7755 -0.02 0.00 0.02
C 0.4958 -6.3530 1.9722 0.04 0.01 -0.01
C 0.0426 -5.6282 0.8765 0.04 0.04 -0.01
C 0.6093 -4.4015 0.5650 0.00 -0.04 0.03
H 3.3485 -0.9075 -1.1271 0.08 -0.08 0.04
H 5.1741 -1.3541 -2.7498 0.00 -0.01 0.00
H 6.4311 -3.4841 -2.6228 0.02 -0.01 -0.01
H 5.8618 -5.1544 -0.8926 0.01 -0.01 -0.01
H 4.0340 -4.7333 0.6892 -0.02 0.02 0.03
H 2.8463 -4.2052 3.1284 0.03 0.03 0.00
H 1.8553 -6.4153 3.6337 0.00 -0.01 0.01
H 0.0503 -7.3099 2.2065 -0.02 -0.02 0.01
H -0.7608 -6.0137 0.2638 -0.03 -0.01 -0.01
H 0.2368 -3.8050 -0.2589 0.04 -0.08 0.09


What did the first record say?
22
Properties=species:S:1:pos:R:3:forces:R:3 method="wB97M-V/def2-TZVPD" de_lowest_ev=0.000 total_charge=-2 homo_lumo_gap_ev=5.45 fmax_ev_per_a=5.09 homo_ev=0.4
O 2.3857 -1.8374 -0.0389 -0.46 -1.03 -0.10
P 2.5632 -0.3714 0.2333 1.61 0.30 0.22
O 3.8857 0.1713 -0.3139 -0.48 0.30 0.50
O 2.1040 0.0916 1.6233 0.07 0.19 -0.60
C 1.2936 0.3519 -0.9971 0.87 3.03 -0.60
N 1.2463 1.9899 -0.8969 -1.09 -2.83 0.92
C 0.5078 2.3597 0.0683 0.46 2.59 0.31
C -0.2743 1.5938 1.1101 -1.94 -0.10 -2.20
C -0.7254 0.3232 0.4176 0.25 -0.27 -0.02
C -1.8713 -0.3147 0.8390 -1.59 0.92 1.68
C -2.2837 -1.5145 0.3021 0.52 -0.20 -0.94
C -1.6224 -2.0581 -0.8196 0.29 3.91 3.24
C -0.5345 -1.3564 -1.2800 -0.96 -0.03 1.10
C 0.0069 -0.2390 -0.6537 -0.68 0.51 0.35
H 1.7498 0.1889 -2.0024 -0.77 -0.25 0.78
H 0.4068 3.5004 0.2514 0.33 -1.33 -0.51
H -1.2488 2.1776 1.3700 1.77 -0.72 0.01
H 0.3671 1.2992 1.9090 0.55 0.06 0.92
H -2.5401 0.2094 1.6519 1.42 -1.13 -1.40
H -3.1391 -1.9996 0.6821 -1.04 -0.48 0.46
H -2.0696 -2.8241 -1.2921 -1.02 -2.81 -1.75
H -0.2076 -1.7418 -2.1635 1.89 -0.61 -2.34